1.
This record from the OMol25 dataset describes a cluster of 4 separate species, C3H13O3S in total at a distorted geometry. The level of theory is ωB97M-V/def2-TZVPD.

Geometry as ORCA input:
```
! RIJCOSX wB97M-V def2-TZVPD def2/J DEFGRID3
* xyz -1 1
C 0.404 1.134 -2.011
C 1.498 0.389 -1.188
C 1.305 -1.133 -1.237
S 0.180 -1.900 -0.048
H 0.417 2.207 -1.820
H -0.508 0.624 -1.674
H 0.457 1.007 -3.091
H 2.422 0.637 -1.730
H 1.506 0.775 -0.171
H 2.331 -1.510 -1.188
H 0.941 -1.410 -2.232
H -2.816 2.383 0.871
H -4.242 2.782 1.266
O -3.441 3.131 0.860
H 1.723 -2.362 2.475
H 0.907 -3.501 3.081
O 1.807 -3.242 2.872
H -1.306 -0.120 0.970
H -1.533 0.080 2.402
O -2.052 0.027 1.592
*
```

The calculation puts the highest occupied orbital energy at -3.004 eV. The value obtained for the HOMO-LUMO gap is 6.5 eV. Its electronic energy is -746.0437 hartree. The calculation puts the relative energy (zero: lowest compared OMol25 entry of this formula, charge and spin) at 0.8280 eV.

2.
This record from the OMol25 dataset describes a cluster of 4 separate species, C3H13O3S in total at a distorted geometry. The level of theory is ωB97M-V/def2-TZVPD.

Geometry as ORCA input:
```
! RIJCOSX wB97M-V def2-TZVPD def2/J DEFGRID3
* xyz -1 1
C -1.299 0.504 1.140
C -1.583 1.719 0.267
C -0.922 1.503 -1.138
S -1.591 0.090 -2.041
H -1.522 0.760 2.185
H -1.756 -0.440 0.872
H -0.228 0.280 1.137
H -1.176 2.651 0.662
H -2.651 1.890 0.072
H -1.116 2.436 -1.688
H 0.120 1.272 -0.943
H 2.901 -0.777 1.348
H 3.615 0.561 1.307
O 3.355 -0.117 1.912
H -0.478 -1.648 -1.858
H -0.703 -3.042 -1.275
O -0.013 -2.539 -1.728
H 1.465 -1.830 0.655
H 1.536 -1.735 -0.839
O 2.047 -1.538 -0.046
*
```

The calculation puts the highest occupied orbital energy at -3.053 eV. The value obtained for the HOMO-LUMO gap is 6.7 eV. Its electronic energy is -746.0539 hartree. The calculation puts the relative energy (zero: lowest compared OMol25 entry of this formula, charge and spin) at 0.5524 eV.

3.
This record from the OMol25 dataset describes a cluster of 4 separate species, C3H13O3S in total at a distorted geometry. The level of theory is ωB97M-V/def2-TZVPD.

Geometry as ORCA input:
```
! RIJCOSX wB97M-V def2-TZVPD def2/J DEFGRID3
* xyz -1 1
C 1.026 -0.754 -0.980
C -0.337 -1.285 -1.498
C -1.384 -0.170 -1.740
S -2.051 0.856 -0.403
H 1.307 0.151 -1.517
H 1.737 -1.556 -1.194
H 0.907 -0.537 0.073
H -0.195 -1.862 -2.415
H -0.748 -1.952 -0.733
H -2.249 -0.717 -2.149
H -1.029 0.406 -2.605
H 3.517 1.628 1.080
H 2.062 1.965 1.347
O 2.972 2.314 1.497
H -1.686 -0.349 1.371
H -2.216 -0.455 2.822
O -1.695 -0.946 2.169
H 0.024 0.633 2.237
H -0.296 1.262 0.936
O 0.334 1.370 1.703
*
```

The calculation puts the highest occupied orbital energy at -3.442 eV. The value obtained for the HOMO-LUMO gap is 7.2 eV. Its electronic energy is -746.0667 hartree. The calculation puts the relative energy (zero: lowest compared OMol25 entry of this formula, charge and spin) at 0.2044 eV.

4.
This record from the OMol25 dataset describes a cluster of 4 separate species, C3H13O3S in total at a distorted geometry. The level of theory is ωB97M-V/def2-TZVPD.

Geometry as ORCA input:
```
! RIJCOSX wB97M-V def2-TZVPD def2/J DEFGRID3
* xyz -2 2
C 2.295 0.759 0.082
C 1.016 1.083 0.881
C 0.391 -0.017 1.712
S -0.463 -1.465 1.070
H 3.202 1.039 0.668
H 2.350 1.495 -0.715
H 2.318 -0.266 -0.283
H 1.114 1.936 1.526
H 0.193 1.251 0.126
H -0.156 0.355 2.586
H 1.197 -0.509 2.284
H 0.820 -1.251 -2.316
H 0.661 0.152 -2.971
O 1.278 -0.564 -2.843
H -1.664 1.886 0.247
H -2.804 1.069 0.869
O -2.593 1.947 0.501
H -0.887 -0.736 -0.888
H -2.049 -0.487 -1.770
O -1.106 -0.567 -1.867
*
```

The calculation puts the highest occupied orbital energy (spin up / spin down) at 3.199 / -0.214 eV. The value obtained for the HOMO-LUMO gap (spin up / spin down) is 2.5 / 5.8 eV. Its electronic energy is -745.8994 hartree. The calculation puts the relative energy (zero: lowest compared OMol25 entry of this formula, charge and spin) at 0.6922 eV.

5.
This record from the OMol25 dataset describes a cluster of 4 separate species, C3H13O5 in total at a distorted geometry. The level of theory is ωB97M-V/def2-TZVPD.

Geometry as ORCA input:
```
! RIJCOSX wB97M-V def2-TZVPD def2/J DEFGRID3
* xyz -1 1
C 1.206 0.162 1.782
O 1.027 1.291 1.009
C -0.204 -0.546 1.965
C -0.790 -1.059 0.685
O -0.058 -2.306 0.502
H 1.943 -0.525 1.337
H 1.644 0.497 2.685
H -0.961 0.375 2.276
H -0.294 -1.195 2.934
H -1.828 -1.437 0.783
H -0.629 -0.363 -0.087
H 0.140 -2.409 -0.443
H 1.880 0.506 -2.085
H 0.413 0.307 -2.330
O 1.359 0.587 -2.867
H -1.151 0.756 -0.953
H -1.473 0.353 -2.603
O -0.901 -0.075 -2.009
H 0.095 1.446 0.528
H -1.693 2.234 -0.666
O -1.347 1.517 -0.131
*
```

The calculation puts the highest occupied orbital energy at -5.560 eV. The value obtained for the HOMO-LUMO gap is 9.3 eV. Its electronic energy is -498.2834 hartree. The calculation puts the relative energy (zero: lowest compared OMol25 entry of this formula, charge and spin) at 1.4770 eV.

6.
This record from the OMol25 dataset describes a structure of composition C3H14BeF6NO10S2 at a distorted geometry. The level of theory is ωB97M-V/def2-TZVPD.

Geometry as ORCA input:
```
! RIJCOSX wB97M-V def2-TZVPD def2/J DEFGRID3
* xyz 1 1
Be -26.525 -0.872 -7.112
C -24.654 -1.899 -4.008
F -23.308 -1.718 -4.100
F -24.922 -2.594 -2.933
F -25.182 -0.654 -3.939
S -25.411 -2.741 -5.602
O -24.585 -3.909 -5.718
O -26.841 -2.904 -5.408
N -25.029 -1.579 -6.861
S -23.800 -2.108 -7.624
O -22.552 -2.318 -6.906
O -24.121 -3.202 -8.554
C -23.471 -0.617 -8.847
F -22.380 -0.814 -9.564
F -24.458 -0.526 -9.733
F -23.426 0.508 -8.180
O -27.942 -1.300 -6.119
H -28.811 -0.900 -6.096
H -28.095 -2.220 -5.900
O -26.556 -0.930 -9.081
H -27.396 -1.262 -9.397
H -25.988 -0.943 -9.851
O -25.584 0.826 -7.590
H -25.573 1.590 -8.166
H -24.760 0.878 -7.106
O -27.154 -2.536 -7.723
H -27.154 -3.095 -8.501
H -27.610 -3.052 -7.058
O -26.737 0.421 -5.505
H -27.400 0.361 -4.817
H -26.202 1.175 -5.258
C -28.635 0.635 -8.449
O -27.514 0.633 -7.516
H -29.280 -0.230 -8.296
H -29.128 1.601 -8.339
H -28.447 0.409 -9.499
H -27.482 1.570 -7.306
*
```

The calculation puts the highest occupied orbital energy at -13.490 eV. The value obtained for the HOMO-LUMO gap is 10.1 eV. Its electronic energy is -2339.7460 hartree. The calculation puts the relative energy (zero: lowest compared OMol25 entry of this formula, charge and spin) at 3.1012 eV.

7.
This record from the OMol25 dataset describes a structure of composition C3H14HgNOS at a distorted geometry. The level of theory is ωB97M-V/def2-TZVPD.

Geometry as ORCA input:
```
! RIJCOSX wB97M-V def2-TZVPD def2/J DEFGRID3
* xyz -1 1
C -0.926 0.531 -3.913
Hg 0.557 -0.542 -2.794
N 1.376 -2.437 -2.146
H -0.926 0.323 0.937
H 0.549 0.966 -1.826
H -1.085 1.543 -3.393
H -1.850 -0.076 -3.974
H -0.405 0.770 -4.890
H 0.881 -2.981 -1.427
H 2.332 -2.339 -1.787
H 1.448 -3.052 -2.963
C -1.469 1.209 3.262
S -0.481 0.045 2.263
C 1.158 0.702 2.377
O -0.609 -1.316 2.759
H -1.108 2.239 3.055
H -1.299 0.899 4.315
H -2.533 1.084 2.959
H 1.648 0.106 3.143
H 1.632 0.567 1.403
H 1.109 1.759 2.640
*
```

The calculation puts the highest occupied orbital energy (spin up / spin down) at -0.064 / -1.227 eV. The value obtained for the HOMO-LUMO gap (spin up / spin down) is 2.7 / 4.0 eV. Its electronic energy is -803.9685 hartree. The calculation puts the relative energy (zero: lowest compared OMol25 entry of this formula, charge and spin) at 0.0000 eV.

8.
This record from the OMol25 dataset describes a cluster of 4 separate species, C3H14N2O3 in total at a distorted geometry. The level of theory is ωB97M-V/def2-TZVPD.

Geometry as ORCA input:
```
! RIJCOSX wB97M-V def2-TZVPD def2/J DEFGRID3
* xyz 0 1
C 1.927 0.893 1.850
C 0.660 1.681 2.184
N 0.174 2.397 0.951
C -0.873 1.927 0.240
N -1.749 0.868 0.456
H 1.982 0.765 0.738
H 1.913 -0.086 2.323
H 2.773 1.485 2.098
H 1.018 2.617 2.737
H -0.072 1.181 2.791
H -1.159 2.620 -0.562
H -2.428 0.723 -0.243
H -1.536 0.090 1.060
O -0.337 -4.255 -2.798
H -0.904 -3.884 -3.549
H -0.504 -3.670 -2.067
O -0.664 -2.636 1.325
H -0.562 -2.597 2.292
H -0.969 -3.673 1.218
O 0.798 0.992 -4.367
H 0.502 1.915 -4.506
H 0.007 0.647 -4.171
*
```

The calculation puts the highest occupied orbital energy at -8.652 eV. Its SMILES is CC/N=C\N.O.O.O. The value obtained for the HOMO-LUMO gap is 8.8 eV. Its electronic energy is -457.8589 hartree. The calculation puts the relative energy (zero: lowest compared OMol25 entry of this formula, charge and spin) at 2.1814 eV.

9.
This record from the OMol25 dataset describes a cluster of 3 separate species, C3H14N3O2 in total at a distorted geometry. The level of theory is ωB97M-V/def2-TZVPD.

Geometry as ORCA input:
```
! RIJCOSX wB97M-V def2-TZVPD def2/J DEFGRID3
* xyz 1 1
C 2.554 -0.919 -0.832
C 1.390 -0.852 0.062
N 1.246 0.611 0.561
C 0.083 1.141 0.825
N 0.118 2.558 0.809
N -0.974 0.439 1.459
H 3.367 -0.040 -0.714
H 2.073 -0.604 -1.835
H 3.044 -1.863 -0.912
H 0.392 -1.283 -0.438
H 1.587 -1.465 1.093
H 1.998 1.393 0.152
H 0.863 3.102 1.236
H -0.716 3.049 0.853
H -2.026 0.764 1.340
H -1.040 -0.631 1.139
H -1.928 0.535 -3.006
H -0.734 -0.325 -2.688
O -1.679 -0.180 -2.549
H -2.643 -2.260 -0.121
H -1.773 -3.056 0.725
O -1.991 -2.169 0.429
*
```

The calculation puts the highest occupied orbital energy at -14.344 eV. The value obtained for the HOMO-LUMO gap is 11.2 eV. Its electronic energy is -437.1527 hartree. The calculation puts the relative energy (zero: lowest compared OMol25 entry of this formula, charge and spin) at 3.0880 eV.

10.
This record from the OMol25 dataset describes a cluster of 3 separate species, C3H14N3O2 in total at a distorted geometry. The level of theory is ωB97M-V/def2-TZVPD.

Geometry as ORCA input:
```
! RIJCOSX wB97M-V def2-TZVPD def2/J DEFGRID3
* xyz 1 1
C -0.103 0.960 1.136
C 0.147 0.694 -0.342
N -1.137 0.338 -0.973
C -1.229 -0.008 -2.239
N -2.435 -0.104 -2.810
N -0.145 -0.136 -3.006
H -0.127 1.988 1.488
H 0.730 0.622 1.770
H -0.897 0.348 1.569
H 0.673 1.513 -0.827
H 0.735 -0.220 -0.352
H -1.941 0.636 -0.452
H -3.253 0.086 -2.243
H -2.669 -0.605 -3.651
H -0.265 -0.742 -3.806
H 0.774 -0.190 -2.597
H 2.972 -1.733 -0.624
H 3.469 -0.611 -1.560
O 3.043 -1.478 -1.549
H -0.178 -0.183 7.058
H 1.132 -0.883 7.320
O 0.705 -0.293 6.690
*
```

The calculation puts the highest occupied orbital energy at -13.378 eV. The value obtained for the HOMO-LUMO gap is 10.5 eV. Its electronic energy is -437.2406 hartree. The calculation puts the relative energy (zero: lowest compared OMol25 entry of this formula, charge and spin) at 0.6983 eV.

11.
This record from the OMol25 dataset describes a structure of composition C3H14N4 at a distorted geometry. The level of theory is ωB97M-V/def2-TZVPD.

Geometry as ORCA input:
```
! RIJCOSX wB97M-V def2-TZVPD def2/J DEFGRID3
* xyz 0 1
C -1.986 -0.777 0.373
C -1.629 0.570 -0.198
N -1.179 -1.847 -0.326
H -1.520 -2.778 -0.100
H -1.298 -1.724 -1.329
H -3.048 -1.058 0.284
H -1.709 -0.844 1.427
H -1.985 1.355 0.475
H -0.284 0.782 -0.294
H -2.125 0.715 -1.164
C 1.477 2.201 0.287
N 1.674 -0.465 0.679
N 1.147 0.944 -0.352
N 1.406 -1.642 0.149
H 2.679 -0.259 0.645
H 1.588 0.877 -1.271
H 0.101 -1.773 -0.069
H 2.036 -1.891 -0.625
H 1.146 3.056 -0.314
H 2.552 2.332 0.476
H 0.958 2.226 1.247
*
```

The calculation puts the highest occupied orbital energy at -7.220 eV. The value obtained for the HOMO-LUMO gap is 8.2 eV. Its electronic energy is -341.5352 hartree. The calculation puts the relative energy (zero: lowest compared OMol25 entry of this formula, charge and spin) at 4.2835 eV.

12.
This record from the OMol25 dataset describes a cluster of 2 separate species, C3H14N4 in total. The level of theory is ωB97M-V/def2-TZVPD.

Geometry as ORCA input:
```
! RIJCOSX wB97M-V def2-TZVPD def2/J DEFGRID3
* xyz 0 1
C -0.222 0.506 0.946
N -0.489 1.589 0.011
C -0.774 2.862 0.681
N -2.157 3.061 1.060
H -0.116 -0.448 0.432
H 0.649 0.620 1.610
H -1.034 0.391 1.671
H 0.335 1.737 -0.563
H -0.496 3.633 -0.042
H -0.200 3.041 1.598
H -2.768 3.016 0.250
H -2.463 2.322 1.686
N -0.067 -2.588 -1.553
C 0.963 -2.852 -0.548
N 2.263 -2.212 -0.702
H -0.172 -1.595 -1.694
H 0.259 -2.958 -2.438
H 0.583 -2.526 0.421
H 1.080 -3.932 -0.484
H 2.697 -2.462 -1.588
H 2.130 -1.205 -0.754
*
```

The calculation puts the highest occupied orbital energy at -9.212 eV. Its SMILES is CNCN.NCN. The value obtained for the HOMO-LUMO gap is 10.1 eV. Its electronic energy is -341.6926 hartree. The calculation puts the relative energy (zero: lowest compared OMol25 entry of this formula, charge and spin) at 0.0000 eV.